DFT (the ωB97M-V functional and the def2-TZVPD basis) results for one molecule with the formula H4N4O in a non-equilibrium geometry.

```
9
Properties=species:S:1:pos:R:3:forces:R:3
N -0.3907 -1.2066 -0.3315 3.31 0.18 -0.68
N 0.0548 0.1492 -0.1350 -2.65 -3.50 -0.21
N -0.9434 1.0762 -0.0530 0.30 2.17 -0.87
N 1.2547 0.4183 0.0003 3.47 1.03 0.67
O 2.0913 -0.5172 0.0528 -1.34 0.44 -0.36
H 0.5906 -1.6725 -0.2227 -2.11 0.35 -0.09
H -1.0219 -1.4958 0.3925 -0.15 0.17 0.62
H -0.6255 1.9077 -0.6306 -0.73 -1.20 1.09
H -1.0098 1.3408 0.9272 -0.10 0.35 -0.17
```
Forces are in eV/Å.

Calculated values
E_LUMO ... 0.9 eV
2S+1 ... 1
Kohn-Sham gap ... 10.3 eV
HOMO level ... -9.46 eV
SMILES ... NN(N)N=O



DFT (the ωB97M-V functional and the def2-TZVPD basis) results for a 2-piece molecular cluster, H4N4O2 overall in a non-equilibrium geometry.

```
10
Properties=species:S:1:pos:R:3:forces:R:3
N -0.2172 1.8625 -0.6757 -0.80 0.86 -0.98
N 0.0078 1.6563 0.4861 -0.07 1.66 0.47
N -0.1761 -0.9035 -0.8313 0.57 -0.64 1.00
N 0.9766 -0.5884 -0.2995 -0.26 -1.78 -0.54
O 1.2993 -1.1667 0.7463 -0.92 0.02 -0.25
O -1.1662 -1.7380 -0.2430 1.80 1.12 -0.62
H 0.5546 0.8186 0.6977 0.08 0.24 1.34
H -0.2192 2.3961 1.2393 0.40 -1.31 -0.60
H -0.3462 -0.5219 -1.7317 -0.62 0.46 -0.51
H -0.7133 -1.8150 0.6119 -0.18 -0.62 0.68
```
Forces are in eV/Å.

Calculated values
E_LUMO ... 0.5 eV
2S+1 ... 1
Kohn-Sham gap ... 8.7 eV
HOMO level ... -8.17 eV



DFT (the ωB97M-V functional and the def2-TZVPD basis) results for a 2-piece molecular cluster, H4N5 overall in a non-equilibrium geometry.

```
9
Properties=species:S:1:pos:R:3:forces:R:3
N 2.5275 0.6014 0.0603 1.37 2.49 0.26
N 0.6666 -0.6246 -0.4290 0.41 -0.71 -0.92
N 1.6164 -0.0991 -0.1098 -0.87 -1.21 -0.47
N -1.8062 0.3172 -0.0105 -0.12 -0.08 -0.37
N -1.0645 -0.5763 0.4487 -1.07 0.46 1.52
H 3.4699 0.4281 0.3637 0.07 -0.77 0.24
H -1.7213 1.2521 0.3910 0.02 -0.23 0.06
H -2.4365 0.2225 -0.8144 0.26 -0.21 0.10
H -1.2520 -1.5214 0.1000 -0.07 0.25 -0.42
```
Forces are in eV/Å.

Calculated values
E_LUMO (spin up / spin down) ... -5.9 / -5.9 eV
2S+1 ... 1
Kohn-Sham gap (spin up / spin down) ... 8.9 / 8.8 eV
Total charge ... +1
HOMO level (spin up / spin down) ... -14.71 / -14.71 eV



DFT (the ωB97M-V functional and the def2-TZVPD basis) results for one molecule with the formula H4NO2PS in a non-equilibrium geometry.

```
9
Properties=species:S:1:pos:R:3:forces:R:3
N -0.8907 -0.8551 0.4121 3.89 2.18 3.09
P 0.4742 0.1211 -0.0595 -0.66 0.20 -1.17
O 0.2229 1.4414 0.8451 0.30 -1.07 -0.39
O -0.0636 0.6099 -1.4900 -0.14 -0.14 -0.33
S 2.3231 -0.4231 0.0492 -0.80 -0.26 -0.10
H -1.4722 -1.4161 -0.1393 -0.38 -0.96 -0.91
H -0.5262 -1.2077 1.3437 -1.44 -0.37 -1.59
H -0.5483 1.1615 1.3290 -0.96 0.57 0.71
H 0.4809 0.5681 -2.2905 0.17 -0.15 0.69
```
Forces are in eV/Å.

Calculated values
E_LUMO ... 0.5 eV
2S+1 ... 1
Kohn-Sham gap ... 9.7 eV
HOMO level ... -9.16 eV
SMILES ... NP(O)(O)=S



DFT (the ωB97M-V functional and the def2-TZVPD basis) results for a 2-piece molecular cluster, H4NO2PS overall in a non-equilibrium geometry.

```
9
Properties=species:S:1:pos:R:3:forces:R:3
N -1.4304 -2.0563 -0.2991 -1.48 0.52 0.35
O 2.2340 1.5309 -0.3061 3.77 0.14 -1.67
O -0.0608 -0.1852 0.8684 -0.29 -0.06 -0.21
P -1.3015 -0.5236 -0.0677 0.02 -0.33 -1.20
S -2.0382 0.9975 -0.9456 0.00 -0.25 0.57
H -2.3819 -2.3040 -0.6916 1.61 0.36 0.32
H 1.5129 1.6035 0.2517 -1.96 0.44 2.04
H 0.4078 -0.9958 1.1024 0.15 -0.20 0.17
H 3.0581 1.9330 0.0876 -1.82 -0.62 -0.37
```
Forces are in eV/Å.

Calculated values
E_LUMO ... -0.2 eV
2S+1 ... 1
Kohn-Sham gap ... 9.6 eV
HOMO level ... -9.79 eV



DFT (the ωB97M-V functional and the def2-TZVPD basis) results for a 2-piece molecular cluster, H4NO2PS overall in a non-equilibrium geometry.

```
9
Properties=species:S:1:pos:R:3:forces:R:3
N -0.8987 -0.4897 1.6250 0.58 -0.14 1.77
O 1.0822 0.1092 -0.5402 0.79 0.27 -1.39
O 2.4525 1.0622 -2.3923 0.15 -0.08 -0.70
P 2.3766 1.0134 -0.9440 -0.66 -0.20 1.03
S -1.7801 -0.6705 0.3457 1.79 -1.66 -1.31
H -1.1234 -1.0635 2.4855 -0.08 0.66 -1.99
H 0.5469 0.2370 0.2414 0.16 0.08 1.57
H -0.7028 -0.7596 -0.7672 -2.23 -0.24 1.50
H -1.9533 0.5617 -0.0539 -0.50 1.30 -0.50
```
Forces are in eV/Å.

Calculated values
E_LUMO ... 0.0 eV
2S+1 ... 1
Kohn-Sham gap ... 9.3 eV
HOMO level ... -9.32 eV



DFT (the ωB97M-V functional and the def2-TZVPD basis) results for a 2-piece molecular cluster, H4NO2SSi overall in a non-equilibrium geometry.

```
9
Properties=species:S:1:pos:R:3:forces:R:3
N -1.2565 1.6124 -0.1284 -0.54 0.88 -0.20
O 1.1111 -0.1345 -0.7007 -0.18 1.81 0.24
O 0.5756 3.0723 0.0205 1.50 1.33 -0.36
Si 0.4240 -1.4199 -0.1403 2.08 -0.54 1.25
S 0.1031 1.8075 0.4904 -1.24 -1.55 -0.10
H -1.9046 0.8966 0.1146 0.22 -0.94 0.44
H 1.5881 -2.2679 0.4042 -0.49 -0.45 -0.31
H -0.3752 -1.5056 1.1594 -0.41 0.46 -0.42
H -0.2657 -2.0609 -1.2196 -0.94 -1.00 -0.54
```
Forces are in eV/Å.

Calculated values
E_LUMO ... 3.7 eV
2S+1 ... 1
Kohn-Sham gap ... 8.2 eV
Total charge ... -1
HOMO level ... -4.45 eV



DFT (the ωB97M-V functional and the def2-TZVPD basis) results for a 2-piece molecular cluster, H4NO2SSi overall in a non-equilibrium geometry.

```
9
Properties=species:S:1:pos:R:3:forces:R:3
N -3.3680 1.1670 0.2753 -1.50 -2.31 -1.40
O -4.2736 -0.8888 -0.6507 0.83 -0.34 -0.04
O -0.5710 0.6676 1.1290 0.18 1.15 0.29
Si -0.0577 -0.3902 0.1200 -1.06 -1.76 1.22
S -3.1321 -0.3522 0.1031 -1.87 2.09 0.39
H -2.7595 1.5534 0.9288 2.14 0.60 1.21
H -0.0733 -1.7795 0.7111 0.55 -0.17 0.32
H -1.0014 -0.8399 -0.8744 -1.19 0.05 -1.35
H 1.0024 -0.4635 -0.8135 1.94 0.70 -0.64
```
Forces are in eV/Å.

Calculated values
E_LUMO ... 3.7 eV
2S+1 ... 1
Kohn-Sham gap ... 8.2 eV
Total charge ... -1
HOMO level ... -4.59 eV



DFT (the ωB97M-V functional and the def2-TZVPD basis) results for one molecule with the formula H4NP in a non-equilibrium geometry.

```
6
Properties=species:S:1:pos:R:3:forces:R:3
N -0.3888 -0.2367 -0.7160 -1.48 6.24 1.52
P 0.4169 -0.1404 0.9273 -2.30 -1.50 -0.81
H -1.3712 0.4430 -0.6889 3.86 -2.00 0.11
H -0.8495 -1.0390 -0.8702 -1.54 -4.21 -0.39
H 0.5014 1.1989 0.8626 -0.02 1.78 0.18
H 1.6911 -0.2259 0.4852 1.48 -0.31 -0.61
```
Forces are in eV/Å.

Calculated values
E_LUMO ... 0.9 eV
2S+1 ... 1
Kohn-Sham gap ... 9.8 eV
HOMO level ... -8.92 eV
SMILES ... NP



DFT (the ωB97M-V functional and the def2-TZVPD basis) results for a 2-piece molecular cluster, H4NPS overall in a non-equilibrium geometry.

```
7
Properties=species:S:1:pos:R:3:forces:R:3
N -0.0275 -1.7410 -0.3652 0.91 -0.38 -1.41
P -0.1047 1.9967 -0.1177 0.54 -0.17 0.11
S -1.2274 -0.8816 -1.0216 -0.54 0.98 0.05
H 0.1335 -1.7304 0.5888 -0.36 -0.10 2.34
H 0.8710 -1.6888 -0.8043 0.25 -0.17 -0.69
H -0.7543 2.3602 1.0857 -0.15 -0.12 0.03
H 1.1094 1.6847 0.6343 -0.66 -0.04 -0.44
```
Forces are in eV/Å.

Calculated values
E_LUMO (spin up / spin down) ... -0.8 / -1.1 eV
2S+1 ... 1
Kohn-Sham gap (spin up / spin down) ... 7.8 / 7.3 eV
HOMO level (spin up / spin down) ... -8.65 / -8.44 eV



DFT (the ωB97M-V functional and the def2-TZVPD basis) results for H4O10S2Tl as an isolated structure in a non-equilibrium geometry.

```
17
Properties=species:S:1:pos:R:3:forces:R:3
Tl -1.2117 0.5675 -0.0051 0.52 -0.78 -0.54
S 1.3204 1.5580 2.3769 0.28 -0.87 1.04
O 2.6693 1.0288 2.3367 0.28 -0.92 0.15
O 0.3488 0.5290 2.6624 -0.05 -1.97 0.31
O 1.1736 2.5712 3.3768 0.05 1.83 0.49
O 0.9449 2.1667 1.1169 -0.32 1.86 -1.97
S 2.0268 -1.8588 -0.8533 -3.84 0.54 1.11
O 1.1305 -3.0029 -1.1020 0.76 0.39 -0.14
O 3.0033 -2.1480 0.1763 1.40 -0.51 0.44
O 2.7311 -1.4986 -2.0632 1.43 0.06 -1.22
O 1.1918 -0.7066 -0.4092 -0.11 0.19 0.14
O -3.8928 1.8313 -0.0342 0.21 -0.11 0.01
H -4.4849 2.2825 0.5675 -0.15 0.12 0.27
H -4.2834 1.9619 -0.8983 -0.12 0.01 -0.31
O -0.9806 -1.4304 -2.2287 -0.75 0.67 -0.08
H -0.2117 -1.9851 -2.0973 0.62 -0.47 0.45
H -1.4755 -1.8665 -2.9223 -0.20 -0.04 -0.15
```
Forces are in eV/Å.

Calculated values
E_LUMO (spin up / spin down) ... -5.5 / -5.7 eV
2S+1 ... 2
Kohn-Sham gap (spin up / spin down) ... 4.4 / 3.8 eV
HOMO level (spin up / spin down) ... -9.91 / -9.49 eV



DFT (the ωB97M-V functional and the def2-TZVPD basis) results for a 2-piece molecular cluster, H4O2 overall.

```
6
Properties=species:S:1:pos:R:3:forces:R:3
O 8.1350 6.6537 30.6158 0.07 0.10 -0.03
H 8.6190 5.8352 30.7253 0.20 -0.18 -0.05
H 7.5501 6.6898 31.3726 -0.21 0.01 0.19
O 7.3463 9.0406 29.2202 -0.11 0.34 -0.27
H 6.7425 9.3979 29.8714 -0.15 0.14 0.08
H 7.9587 8.5079 29.7275 0.20 -0.41 0.08
```
Forces are in eV/Å.

Calculated values
E_LUMO ... 0.6 eV
2S+1 ... 1
Kohn-Sham gap ... 11.6 eV
HOMO level ... -10.96 eV
SMILES ... O.O